(1)
The following is a quantum chemistry calculation of C20H18ClN5O8PtSe as an isolated structure, from the OMol25 dataset.

Calculated values
Highest occupied orbital energy (alpha / beta)   -8.748 / -9.338 eV
Energy relative to the best compared isomer or geometry (same formula, charge and spin)   0.0 kcal/mol
Net charge   0
2S+1   5
<S²>   6.05
Lowest unoccupied orbital energy (alpha / beta)   -0.07 / -2.81 eV
Maximum force   0.0038 hartree/bohr

Each line ends with the Löwdin charge.
CARTESIAN COORDINATES (ANGSTROEM)
Pt -0.462 -1.950 0.425  1.44
C -2.667 4.537 2.382  -0.04
C -1.988 3.413 1.655  -0.24
C -0.652 3.500 1.273  -0.01
C -0.022 2.432 0.676  0.02
C -0.696 1.223 0.427  -0.23
N 0.005 0.152 -0.062  0.05
C 0.964 0.340 -1.027  -0.22
C 0.715 1.233 -2.086  0.01
C 1.574 1.332 -3.154  -0.02
C 2.721 0.542 -3.218  -0.24
C 3.611 0.563 -4.426  -0.03
C 2.993 -0.320 -2.163  0.02
C 2.152 -0.423 -1.074  -0.12
N 2.562 -1.229 0.011  -0.05
C 3.835 -1.486 0.403  -0.03
C 3.777 -2.337 1.473  -0.01
C 2.409 -2.559 1.692  -0.09
N 1.700 -1.883 0.811  -0.04
C -2.062 1.152 0.782  -0.12
C -2.672 2.230 1.393  0.03
N -2.882 0.038 0.458  -0.05
C -4.191 0.094 0.112  -0.03
C -4.674 -1.188 0.076  -0.02
C -3.580 -1.991 0.424  -0.09
N -2.515 -1.244 0.658  -0.05
H -2.160 5.484 2.206  0.08
H -2.657 4.348 3.458  0.09
H -3.707 4.637 2.075  0.08
H -0.093 4.405 1.475  0.12
H 1.030 2.485 0.433  0.13
H -0.210 1.793 -2.071  0.13
H 1.336 2.001 -3.972  0.12
H 3.496 1.488 -4.988  0.08
H 3.352 -0.268 -5.087  0.10
H 4.659 0.449 -4.151  0.08
H 3.858 -0.967 -2.218  0.13
H 4.669 -1.021 -0.091  0.13
H 4.603 -2.731 2.037  0.11
H 1.907 -3.151 2.437  0.12
H -3.705 2.137 1.700  0.13
H -4.665 1.037 -0.095  0.13
H -5.668 -1.505 -0.183  0.11
H -3.507 -3.064 0.496  0.13
O 0.836 -1.368 4.191  -0.31
Cl -0.494 -1.379 3.674  0.68
O -1.455 -1.681 4.677  -0.29
O -0.796 -0.136 3.011  -0.35
O -0.574 -2.460 2.637  -0.49
O -0.885 -1.994 -1.784  -0.54
Se 0.018 -3.390 -2.050  0.81
O -0.757 -4.517 -2.864  -0.42
O 0.110 -3.801 -0.365  -0.52
O 1.505 -3.000 -2.512  -0.43

=====

(2)
The following is a quantum chemistry calculation of one molecule with the formula C20H18F2N2O4 at a distorted geometry, from the OMol25 dataset.

Calculated values
Highest occupied orbital energy   -8.647 eV
Energy relative to the best compared isomer or geometry (same formula, charge and spin)   1.2 kcal/mol
SMILES string   CN(CCOc1ccccc1)C(=O)c1cc(COc2c(F)cccc2F)on1
Net charge   0
2S+1   1
Lowest unoccupied orbital energy   0.74 eV
Maximum force   0.0219 hartree/bohr

Each line ends with the Löwdin charge.
CARTESIAN COORDINATES (ANGSTROEM)
C 0.190 -1.662 -1.733  -0.03
N -0.782 -0.721 -2.231  -0.08
C -0.571 -0.255 -3.586  -0.11
C 0.332 0.980 -3.643  -0.17
O 1.656 0.579 -3.356  -0.06
C 2.644 1.519 -3.357  -0.27
C 2.456 2.872 -3.609  -0.03
C 3.542 3.733 -3.584  -0.09
C 4.813 3.263 -3.313  -0.11
C 5.000 1.912 -3.061  -0.09
C 3.928 1.046 -3.082  -0.01
C -1.817 -0.183 -1.556  -0.40
O -2.543 0.663 -2.063  0.06
C -2.114 -0.624 -0.168  -0.16
C -3.056 0.053 0.652  0.07
C -3.074 -0.680 1.802  -0.22
C -3.842 -0.517 3.076  -0.09
O -3.459 -1.421 4.084  0.01
C -2.181 -1.443 4.540  -0.14
C -1.842 -2.530 5.360  -0.19
F -2.793 -3.447 5.609  0.09
C -0.591 -2.693 5.914  -0.01
C 0.393 -1.752 5.658  -0.08
C 0.103 -0.663 4.860  -0.01
C -1.164 -0.516 4.321  -0.19
F -1.385 0.585 3.560  0.07
O -2.221 -1.708 1.682  0.04
N -1.634 -1.666 0.469  0.11
H 1.190 -1.270 -1.921  0.09
H 0.045 -1.828 -0.670  0.06
H 0.081 -2.617 -2.253  0.10
H -1.543 0.016 -4.005  0.13
H -0.121 -1.061 -4.168  0.13
H 0.277 1.420 -4.647  0.13
H -0.020 1.717 -2.910  0.14
H 1.475 3.267 -3.822  0.10
H 3.384 4.783 -3.781  0.10
H 5.652 3.941 -3.297  0.10
H 5.989 1.533 -2.848  0.10
H 4.057 -0.008 -2.890  0.11
H -3.605 0.934 0.400  0.12
H -3.769 0.526 3.412  0.14
H -4.899 -0.745 2.897  0.15
H -0.402 -3.555 6.534  0.12
H 1.378 -1.867 6.079  0.11
H 0.841 0.091 4.642  0.12

=====

(3)
The following is a quantum chemistry calculation of one molecule with the formula C20H18F3N5O3 at a distorted geometry, from the OMol25 dataset.

Calculated values
Highest occupied orbital energy   -8.572 eV
Energy relative to the best compared isomer or geometry (same formula, charge and spin)   0.0 kcal/mol
SMILES string   CC1(O)CN(c2ncc(C(=O)Nc3ccc(OC(F)(F)F)cc3)cc2-c2ncc[nH]2)C1
Net charge   0
2S+1   1
Lowest unoccupied orbital energy   -0.14 eV
Maximum force   0.0653 hartree/bohr

Each line ends with the Löwdin charge.
CARTESIAN COORDINATES (ANGSTROEM)
C -5.825 -1.110 -3.960  -0.01
C -4.671 -0.692 -3.048  -0.54
O -4.952 0.556 -2.452  -0.03
C -3.240 -0.723 -3.588  -0.07
N -2.799 -1.538 -2.438  -0.07
C -1.922 -0.903 -1.536  -0.24
N -2.291 0.299 -1.095  0.14
C -1.478 0.953 -0.256  -0.04
C -0.256 0.486 0.218  -0.10
C 0.558 1.334 1.119  -0.37
O 0.054 2.422 1.468  0.04
N 1.821 0.939 1.525  0.13
C 2.713 1.598 2.380  -0.23
C 2.380 2.522 3.375  0.00
C 3.364 3.074 4.182  0.00
C 4.711 2.655 4.126  -0.25
O 5.784 3.095 4.836  0.10
C 5.658 4.227 5.680  -0.60
F 6.883 4.571 6.057  0.19
F 5.022 5.251 5.036  0.15
F 4.987 3.891 6.815  0.15
C 5.023 1.687 3.150  0.02
C 4.037 1.196 2.268  -0.01
C 0.115 -0.795 -0.234  0.06
C -0.694 -1.499 -1.146  -0.02
C -0.266 -2.841 -1.675  -0.28
N 0.912 -3.320 -1.341  0.09
C 1.061 -4.502 -2.050  -0.15
C -0.073 -4.781 -2.737  -0.11
N -0.896 -3.693 -2.560  0.10
C -4.203 -1.734 -1.990  -0.06
H -6.086 -0.195 -4.507  0.09
H -6.708 -1.341 -3.361  0.08
H -5.571 -1.926 -4.649  0.09
H -4.224 0.805 -1.832  0.08
H -2.766 0.259 -3.673  0.13
H -3.223 -1.234 -4.565  0.12
H -1.841 1.921 0.077  0.13
H 2.148 0.166 0.948  0.13
H 1.344 2.855 3.518  0.12
H 3.069 3.779 4.942  0.11
H 6.053 1.390 3.064  0.11
H 4.324 0.519 1.478  0.11
H 1.062 -1.210 0.021  0.10
H 1.954 -5.106 -2.072  0.09
H -0.266 -5.640 -3.381  0.11
H -1.773 -3.476 -3.025  0.14
H -4.432 -1.420 -0.955  0.13
H -4.581 -2.769 -2.161  0.12

=====

(4)
The following is a quantum chemistry calculation of one molecule with the formula C20H18FN3O3S, from the OMol25 dataset.

Calculated values
Highest occupied orbital energy   -9.004 eV
Energy relative to the best compared isomer or geometry (same formula, charge and spin)   0.0 kcal/mol
SMILES string   O=C(NCCc1ccccn1)c1ccc(NS(=O)(=O)c2ccc(F)cc2)cc1
Net charge   0
2S+1   1
Lowest unoccupied orbital energy   0.49 eV
Maximum force   0.0186 hartree/bohr

Each line ends with the Löwdin charge.
CARTESIAN COORDINATES (ANGSTROEM)
O 2.711 -1.723 -2.900  0.07
C 2.149 -1.457 -1.854  -0.46
N 1.763 -2.384 -0.956  0.06
C 2.085 -3.784 -1.058  -0.16
C 2.526 -4.317 0.313  -0.11
C 1.403 -4.223 1.307  -0.28
C 0.830 -5.355 1.877  -0.02
C -0.217 -5.201 2.771  -0.06
C -0.665 -3.923 3.067  -0.06
C -0.036 -2.857 2.447  -0.13
N 0.967 -2.999 1.599  0.09
C 1.774 -0.062 -1.461  -0.13
C 1.870 0.382 -0.146  -0.02
C 1.487 1.667 0.185  -0.01
C 0.989 2.522 -0.794  -0.32
N 0.504 3.797 -0.466  -0.05
S -1.138 4.050 -0.754  0.66
O -1.502 5.182 0.041  -0.28
O -1.378 4.069 -2.159  -0.27
C -1.821 2.549 -0.045  -0.28
C -2.012 2.494 1.323  -0.05
C -2.383 1.297 1.912  0.01
C -2.534 0.184 1.101  -0.27
F -2.869 -0.988 1.673  0.06
C -2.351 0.231 -0.271  0.02
C -1.992 1.437 -0.847  -0.05
C 0.926 2.096 -2.117  -0.02
C 1.329 0.817 -2.444  0.00
H 1.317 -2.124 -0.081  0.08
H 2.884 -3.893 -1.796  0.12
H 1.211 -4.349 -1.407  0.13
H 2.851 -5.353 0.213  0.11
H 3.368 -3.717 0.663  0.13
H 1.198 -6.337 1.623  0.11
H -0.678 -6.065 3.227  0.11
H -1.481 -3.758 3.752  0.10
H -0.345 -1.836 2.633  0.10
H 2.254 -0.271 0.625  0.11
H 1.564 2.012 1.206  0.12
H 0.741 4.108 0.465  0.12
H -1.880 3.392 1.906  0.12
H -2.548 1.216 2.974  0.12
H -2.486 -0.660 -0.862  0.13
H -1.845 1.531 -1.911  0.12
H 0.549 2.775 -2.864  0.11
H 1.296 0.474 -3.467  0.12

=====

(5)
The following is a quantum chemistry calculation of one molecule with the formula C20H18FN3O4S at a distorted geometry, from the OMol25 dataset.

Calculated values
Highest occupied orbital energy   -7.135 eV
Energy relative to the best compared isomer or geometry (same formula, charge and spin)   124.6 kcal/mol
SMILES string   CCN/C(=N\c1ccc2c(c1)OCO2)Sc1cc(O)n(-c2ccccc2F)c1O
Net charge   0
2S+1   1
Lowest unoccupied orbital energy   0.43 eV
Maximum force   0.1036 hartree/bohr

Each line ends with the Löwdin charge.
CARTESIAN COORDINATES (ANGSTROEM)
C 0.877 0.398 4.130  -0.07
C -0.472 0.244 3.395  -0.26
N -0.293 -0.782 2.450  0.02
C -1.214 -1.128 1.528  -0.57
N -0.744 -1.809 0.470  0.02
C 0.444 -2.467 0.385  -0.31
C 1.406 -2.029 -0.557  0.02
C 2.665 -2.678 -0.579  0.00
C 2.886 -3.782 0.143  -0.20
C 1.887 -4.335 0.921  -0.24
C 0.643 -3.668 1.075  0.08
O 2.247 -5.419 1.609  0.02
C 3.698 -5.489 1.434  -0.09
O 4.038 -4.637 0.292  -0.02
S -2.829 -0.492 1.478  1.05
C -2.691 0.914 0.413  -0.46
C -3.494 2.104 0.422  -0.04
C -3.163 2.928 -0.620  -0.26
O -3.673 4.150 -0.717  0.08
N -2.049 2.218 -1.346  0.08
C -1.310 2.672 -2.377  -0.16
C 0.083 2.466 -2.241  0.02
C 0.934 3.045 -3.210  -0.05
C 0.355 3.783 -4.276  -0.11
C -0.962 3.904 -4.510  -0.03
C -1.776 3.364 -3.528  -0.16
F -3.144 3.434 -3.704  0.04
C -1.959 0.994 -0.745  -0.28
O -1.112 -0.051 -1.295  -0.04
H 1.614 0.793 3.522  0.05
H 0.769 1.076 4.960  0.07
H 1.236 -0.559 4.507  0.08
H -1.240 -0.078 4.153  0.13
H -0.804 1.167 2.914  0.11
H 0.588 -1.113 2.216  0.11
H 1.174 -1.289 -1.258  0.09
H 3.501 -2.309 -1.102  0.11
H -0.166 -4.167 1.632  0.14
H 4.191 -4.967 2.320  0.15
H 3.989 -6.571 1.281  0.15
H -4.146 2.448 1.163  0.10
H -3.322 4.653 -1.511  0.14
H 0.557 1.927 -1.370  0.14
H 1.987 3.048 -3.141  0.08
H 1.082 4.293 -4.924  0.11
H -1.230 4.566 -5.301  0.12
H -1.058 -0.771 -0.501  0.03

=====

(6)
The following is a quantum chemistry calculation of a 2-piece molecular cluster, C20H18N overall at a distorted geometry, from the OMol25 dataset.

Calculated values
Highest occupied orbital energy   -11.879 eV
Net charge   +1
2S+1   1
Lowest unoccupied orbital energy   -5.56 eV
Maximum force   0.0195 hartree/bohr

Each line ends with the Löwdin charge.
CARTESIAN COORDINATES (ANGSTROEM)
C 0.698 -0.121 -1.085  0.06
C 1.947 -0.810 -1.140  -0.20
C 3.172 -0.084 -1.150  0.00
C 4.391 -0.748 -1.193  -0.05
C 4.437 -2.153 -1.223  -0.03
C 3.243 -2.889 -1.210  -0.05
C 2.015 -2.237 -1.172  0.00
C -0.525 -0.767 -1.213  -0.06
C -1.746 -0.113 -1.131  0.06
C -3.007 -0.782 -1.186  -0.20
C -4.221 -0.038 -1.210  0.00
C -5.451 -0.685 -1.235  -0.05
C -5.517 -2.089 -1.237  -0.03
C -4.333 -2.841 -1.221  -0.05
C -3.095 -2.207 -1.199  0.00
H 0.717 0.962 -0.948  0.13
H 3.128 1.008 -1.122  0.12
H 5.320 -0.176 -1.203  0.12
H 5.397 -2.671 -1.253  0.12
H 3.270 -3.980 -1.224  0.12
H 1.094 -2.823 -1.147  0.11
H -0.523 -1.842 -1.407  0.09
H -1.751 0.974 -1.024  0.14
H -4.165 1.054 -1.208  0.12
H -6.373 -0.101 -1.251  0.12
H -6.484 -2.594 -1.250  0.12
H -4.376 -3.932 -1.220  0.12
H -2.180 -2.802 -1.173  0.11
N 1.161 2.331 1.707  0.02
C 1.249 1.759 2.912  -0.15
C 1.421 2.507 4.096  -0.06
C 1.503 3.899 4.010  -0.07
C 1.410 4.491 2.747  -0.06
C 1.238 3.662 1.619  -0.16
H 1.182 0.666 2.959  0.10
H 1.487 1.985 5.050  0.10
H 1.638 4.511 4.908  0.11
H 1.466 5.570 2.611  0.10
H 1.161 4.106 0.619  0.10